(1)
C27H30CoNO | ωB97M-V/def2-TZVPD

```
! RIJCOSX wB97M-V def2-TZVPD def2/J DEFGRID3
* xyz -2 5
H 2.127 -0.579 -1.616
C 1.496 1.204 1.172
C 2.164 0.037 1.679
C -1.064 -2.272 5.512
H -2.333 -1.320 -4.346
C -0.498 -5.451 0.693
C -2.331 0.294 1.197
C 0.919 -2.890 -1.626
H 1.374 2.145 1.705
C -1.546 -3.251 0.860
C -2.073 0.079 -0.194
C -1.594 -4.598 0.492
C -0.280 0.024 5.412
H 0.041 1.399 -3.689
C -0.144 -0.075 4.028
C 0.254 -1.665 -4.509
C -0.380 -0.449 -4.604
H -2.940 -0.335 1.847
H -0.850 -0.987 7.242
N -0.346 -1.396 1.939
H -2.345 -0.142 -5.651
C 2.441 -0.822 0.590
C -1.406 1.226 -0.691
H 2.511 -0.127 2.696
H -0.338 -2.570 -4.424
C -0.738 -1.068 6.160
C -0.465 -1.279 3.330
C -1.882 -0.375 -4.676
C 0.652 -3.638 1.794
C 1.986 -0.209 -0.605
H 1.656 -2.692 -2.493
H -2.194 0.442 -4.013
C 0.471 0.804 -4.505
H -0.176 -3.165 -1.807
H 1.568 -5.552 1.381
H -2.403 -0.756 -0.801
C -1.692 1.516 1.580
H -1.222 -3.306 3.654
H 1.522 0.583 -4.268
H -0.020 0.967 5.913
H 1.145 1.803 -1.015
H -2.492 -5.006 0.010
O 1.375 -2.797 -0.477
H -2.426 -2.605 0.791
C -0.402 -2.724 1.485
H 0.226 0.785 3.467
H 3.041 -1.715 0.658
H 1.327 -1.659 -4.333
C 1.387 1.037 -0.278
H -1.414 -3.148 6.066
C 0.649 -4.952 1.325
H 0.471 1.485 -5.376
C -0.941 -2.358 4.126
H 1.514 -3.280 2.374
H -1.319 1.493 -1.741
H -0.497 -6.483 0.317
H -0.589 3.040 0.364
C -1.099 2.073 0.410
H -1.728 1.993 2.564
Co -0.325 0.227 0.766
*
```

The value obtained for the frontier orbital gap (spin up / spin down) is 2.10 / 5.91 eV. For the energy relative to the best compared isomer or geometry (same formula, charge and spin), the calculation gives 0.000 eV. Its expectation value of S² is 6.0288.

---

(2)
C27H30MnN8O2S | ωB97M-V/def2-TZVPD

```
! RIJCOSX wB97M-V def2-TZVPD def2/J DEFGRID3
* xyz 1 5
S -1.710 0.058 2.184
H -4.123 -2.230 -3.027
N 0.293 -5.050 1.903
H 4.332 5.224 0.985
H 4.734 -2.609 -1.315
C 3.150 3.472 0.633
C 3.529 4.787 0.406
C 1.717 1.496 0.139
C 2.114 2.908 -0.102
C 0.454 -3.159 3.513
N -1.011 -0.833 -2.900
H -2.892 2.419 2.782
H 0.960 -1.626 7.016
N -0.223 2.130 1.117
H 0.214 0.711 -2.193
C 4.594 -0.456 -1.313
C 2.598 0.388 -0.300
N 0.141 -3.050 1.056
H -0.140 -4.942 4.568
Mn 0.163 -0.961 1.055
H -1.870 3.610 2.044
H 0.434 -5.785 2.575
C 1.041 -1.288 4.914
H 3.655 2.883 1.390
C 0.398 -3.386 5.917
C 2.921 -1.890 -0.425
H 5.544 -0.291 -1.804
H -3.719 -3.153 -0.506
N -2.158 2.650 2.137
H 4.129 1.638 -1.127
N 2.162 -0.859 -0.072
H -3.807 -1.551 0.262
C 1.843 4.978 -1.296
H 2.526 -2.873 -0.201
C -1.287 1.692 1.760
C 0.026 -3.968 0.031
C 0.863 -1.824 3.638
H -0.340 -2.152 -4.378
C 2.879 5.540 -0.561
C 0.215 -0.050 -2.969
C 0.300 -3.731 2.184
N -2.729 -1.638 -1.542
C -3.798 -1.339 -2.486
H 1.329 5.565 -2.047
H -2.000 -2.431 -3.854
O 1.147 -1.063 2.578
H -0.117 -3.662 -0.990
C -3.165 -2.240 -0.289
C -1.482 -1.159 -1.669
C 1.459 3.667 -1.064
H 1.105 -0.676 -2.849
H -4.649 -0.952 -1.926
H -2.309 -2.479 0.334
N 0.622 1.154 0.717
C 0.122 -5.218 0.546
H 0.253 0.436 -3.943
H 0.205 -3.983 6.797
H -3.480 -0.581 -3.195
H 0.636 3.235 -1.621
O -0.754 -0.977 -0.665
H -1.628 -1.056 -4.906
C 0.819 -2.060 6.035
C 3.811 0.624 -0.936
H 0.081 -6.188 0.085
H 3.176 6.565 -0.740
H 1.359 -0.257 4.989
C -1.268 -1.661 -4.073
C 4.149 -1.741 -1.048
C 0.217 -3.923 4.660
*
```

The value obtained for the frontier orbital gap (spin up / spin down) is 6.93 / 7.62 eV. Its expectation value of S² is 6.0665.